(1)
Entry from the Open Molecules 2025 dataset: a cluster of 2 separate species, C3H5N3O in total (ωB97M-V/def2-TZVPD).

ORCA input file:
```
! wB97M-V def2-TZVPD RIJCOSX def2/J DEFGRID3
* xyz 0 1
N -0.36 -1.86 -0.17
C 0.57 -1.23 0.32
C 1.41 -0.53 1.03
O 1.77 0.78 0.86
H -0.17 -2.43 -0.99
H 1.95 -1.01 1.84
H 1.16 1.21 0.23
N -0.30 1.69 -0.93
C -1.26 1.05 -0.58
N -2.19 0.57 0.02
H -0.19 2.17 -1.81
H -2.39 -0.40 0.17
*
```

Computed properties:
* energy relative to the best compared isomer or geometry (same formula, charge and spin): 311.5 kJ/mol
* E_tot: -9707.3549 eV
* structure (SMILES): N=C=CO.N=C=N
* HOMO-LUMO gap: 8.9 eV



(2)
Entry from the Open Molecules 2025 dataset: an isolated molecule of C5H7Cl3Si (ωB97M-V/def2-TZVPD).

ORCA input file:
```
! wB97M-V def2-TZVPD RIJCOSX def2/J DEFGRID3
* xyz 0 1
C -2.16 -0.46 1.13
C -1.19 -1.32 0.83
C 0.11 -0.89 0.21
C 1.10 -0.05 1.02
C 0.33 0.61 -0.21
Si 1.20 1.10 -1.75
Cl 2.05 2.95 -1.60
Cl 2.55 -0.28 -2.42
Cl -0.23 1.32 -3.18
H -2.12 0.61 1.00
H -3.19 -0.89 1.43
H -1.44 -2.38 1.00
H 0.57 -1.44 -0.50
H 0.85 0.34 2.06
H 2.12 -0.36 0.88
H -0.55 1.12 0.10
*
```

Computed properties:
* energy relative to the best compared isomer or geometry (same formula, charge and spin): 0.0 kJ/mol
* E_tot: -50746.2816 eV
* structure (SMILES): C=C[C@@H]1C[C@H]1[Si](Cl)(Cl)Cl
* HOMO-LUMO gap: 10.3 eV



(3)
Entry from the Open Molecules 2025 dataset: an isolated molecule of C13H21NO4 (ωB97M-V/def2-TZVPD).

ORCA input file:
```
! wB97M-V def2-TZVPD RIJCOSX def2/J DEFGRID3
* xyz 0 1
O 1.03 -1.72 -4.02
C 0.14 -1.86 -3.23
O -1.15 -1.76 -3.59
C 0.29 -2.16 -1.76
C 0.54 -0.89 -0.92
C 0.57 -1.36 0.56
C 0.87 -0.23 1.53
O 2.00 0.19 1.68
N -0.15 0.29 2.26
C -1.55 -0.09 2.30
C -2.43 1.16 2.18
O -2.12 2.12 3.15
C -0.77 2.51 3.07
C 0.15 1.31 3.26
C 1.87 -0.21 -1.33
C 1.53 1.26 -1.58
C 0.09 1.20 -2.09
C -0.55 0.17 -1.16
H -1.22 -1.56 -4.54
H 1.13 -2.84 -1.64
H -0.63 -2.65 -1.43
H -0.36 -1.87 0.80
H 1.39 -2.07 0.67
H -1.80 -0.78 1.50
H -1.76 -0.57 3.27
H -3.48 0.90 2.32
H -2.31 1.60 1.17
H -0.61 3.25 3.85
H -0.58 2.97 2.09
H 1.20 1.59 3.14
H -0.01 0.89 4.26
H 2.25 -0.66 -2.24
H 2.62 -0.31 -0.55
H 1.57 1.81 -0.64
H 2.21 1.72 -2.28
H -0.41 2.17 -2.05
H 0.08 0.85 -3.12
H -1.46 -0.26 -1.58
H -0.80 0.66 -0.23
*
```

Computed properties:
* energy relative to the best compared isomer or geometry (same formula, charge and spin): 11.3 kJ/mol
* E_tot: -23502.7450 eV
* structure (SMILES): O=C(O)CC1(CC(=O)N2CCOCC2)CCCC1
* HOMO-LUMO gap: 9.8 eV



(4)
Entry from the Open Molecules 2025 dataset: a cluster of 10 separate species, C42H80FN5O8 in total (ωB97M-V/def2-TZVPD).

ORCA input file:
```
! wB97M-V def2-TZVPD RIJCOSX def2/J DEFGRID3
* xyz 0 1
F -6.07 4.94 -0.63
C -5.72 3.82 0.02
C -4.48 3.19 -0.22
C -4.18 2.00 0.41
C -5.08 1.40 1.31
C -6.27 2.02 1.57
C -6.57 3.23 0.94
H -3.68 3.71 -0.87
H -3.14 1.54 0.28
H -4.80 0.47 1.72
H -6.90 1.61 2.37
H -7.56 3.62 1.11
C 1.32 -6.49 -2.97
C 0.94 -5.91 -4.29
C 1.45 -4.50 -4.56
C 0.90 -3.53 -3.52
N 0.43 -2.74 -2.88
H 0.84 -7.45 -2.82
H 0.94 -5.92 -2.03
H 2.45 -6.55 -2.84
H -0.16 -5.91 -4.34
H 1.33 -6.59 -5.09
H 1.19 -4.21 -5.59
H 2.51 -4.37 -4.41
C -3.22 6.69 3.82
C -3.19 5.27 3.47
C -2.75 5.17 1.98
C -1.38 5.62 1.79
N -0.32 5.97 1.66
H -2.19 7.11 3.83
H -3.71 6.84 4.79
H -3.75 7.34 3.14
H -4.14 4.78 3.65
H -2.46 4.81 4.18
H -3.52 5.75 1.43
H -2.72 4.16 1.64
C 5.87 3.49 -2.49
C 5.92 1.99 -2.13
C 4.96 1.20 -3.12
C 3.66 1.39 -2.61
N 2.62 1.68 -2.26
H 4.81 3.87 -2.50
H 6.24 3.62 -3.52
H 6.35 4.18 -1.83
H 5.57 1.96 -1.07
H 6.93 1.61 -2.14
H 5.35 0.16 -3.18
H 5.07 1.57 -4.18
C 4.34 -0.58 4.38
C 3.62 0.69 4.77
C 2.66 1.02 3.70
C 3.26 1.51 2.39
N 3.60 1.76 1.33
H 5.14 -0.52 3.53
H 3.67 -1.32 4.06
H 4.84 -1.05 5.27
H 4.38 1.49 4.93
H 3.08 0.47 5.63
H 1.87 1.76 4.02
H 2.07 0.11 3.41
C 3.28 -3.42 1.09
C 3.38 -1.94 0.76
C 3.04 -1.56 -0.69
C 3.96 -2.33 -1.56
N 4.70 -2.90 -2.25
H 3.51 -4.01 0.16
H 2.27 -3.66 1.46
H 4.04 -3.72 1.81
H 4.42 -1.52 0.98
H 2.64 -1.40 1.46
H 3.21 -0.48 -0.88
H 2.07 -1.82 -1.04
C -3.03 -1.02 2.37
O -2.00 -1.97 2.52
C -0.68 -1.79 2.07
C -0.52 -2.24 0.67
O -0.47 -3.71 0.52
C -1.48 -4.19 -0.31
H -3.92 -1.43 2.84
H -3.23 -0.78 1.31
H -2.88 -0.06 2.92
H -0.08 -2.29 2.77
H -0.34 -0.73 2.02
H 0.46 -1.95 0.28
H -1.32 -1.75 0.07
H -1.55 -5.24 -0.26
H -1.39 -3.86 -1.37
H -2.53 -3.80 0.07
C 1.42 -2.18 5.94
O 1.06 -0.80 5.70
C -0.39 -0.58 5.61
C -0.71 0.76 6.23
O -0.32 1.84 5.38
C -0.45 2.99 6.15
H 0.97 -2.56 6.88
H 2.44 -2.30 5.87
H 0.89 -2.74 5.17
H -0.79 -1.32 6.30
H -0.79 -0.56 4.59
H -0.17 0.83 7.14
H -1.80 0.83 6.45
H 0.40 3.09 6.82
H -1.39 2.99 6.79
H -0.46 3.82 5.50
C -2.22 0.22 -2.08
O -1.49 0.56 -0.97
C -0.37 1.39 -1.19
C 0.34 1.73 0.11
O -0.62 2.32 1.03
C -0.03 2.61 2.29
H -3.12 -0.27 -1.61
H -1.66 -0.54 -2.70
H -2.47 1.03 -2.74
H -0.73 2.43 -1.53
H 0.35 0.92 -1.85
H 1.15 2.45 -0.01
H 0.63 0.75 0.46
H -0.73 3.26 2.88
H 0.90 3.14 2.16
H 0.16 1.69 2.92
C -2.72 -1.51 -5.83
O -1.79 -0.83 -6.68
C -0.71 -1.62 -7.13
C -0.83 -1.96 -8.63
O -2.05 -2.57 -8.90
C -2.36 -2.62 -10.23
H -2.16 -1.85 -4.95
H -3.22 -2.25 -6.42
H -3.47 -0.82 -5.57
H -0.61 -2.53 -6.62
H 0.25 -1.09 -6.94
H -0.01 -2.57 -9.02
H -0.80 -0.95 -9.20
H -3.19 -3.31 -10.35
H -1.49 -3.06 -10.77
H -2.67 -1.62 -10.61
*
```

Computed properties:
* energy relative to the best compared isomer or geometry (same formula, charge and spin): 84.1 kJ/mol
* E_tot: -71390.7527 eV
* structure (SMILES): Fc1ccccc1.CCCC#N.CCCC#N.CCCC#N.CCCC#N.CCCC#N.COCCOC.COCCOC.COCCOC.COCCOC
* HOMO-LUMO gap: 9.8 eV



(5)
Entry from the Open Molecules 2025 dataset: a structure of composition C24H23CaCl2N2O9P2 (ωB97M-V/def2-TZVPD).

ORCA input file:
```
! wB97M-V def2-TZVPD RIJCOSX def2/J DEFGRID3
* xyz -1 1
Ca -0.84 -0.37 -1.20
C 1.56 -3.51 -2.51
C 0.49 -2.78 -3.33
O 0.46 -3.30 -4.68
P -1.20 -3.07 -2.61
O -1.03 -4.08 -1.43
O -1.94 -3.87 -3.76
O -1.95 -1.85 -2.18
P 0.97 -0.98 -3.44
O -0.39 -0.38 -4.10
O 2.10 -0.92 -4.39
O 1.07 -0.43 -2.03
H 1.39 -4.58 -2.56
H 1.54 -3.21 -1.46
H 2.54 -3.27 -2.92
H 1.06 -2.75 -5.21
H -1.08 -3.63 -0.52
H -1.35 -3.95 -4.54
H -0.44 0.59 -4.01
C -2.36 1.50 -1.78
C -1.82 2.73 -2.24
C -1.54 2.98 -3.62
C -0.98 4.16 -4.06
C -0.65 5.18 -3.17
C -0.91 4.97 -1.80
C -1.46 3.79 -1.36
C -0.10 6.43 -3.63
N 0.35 7.43 -4.00
H -2.91 0.93 -2.54
H -2.89 1.56 -0.83
H -1.82 2.23 -4.35
H -0.80 4.31 -5.12
H -0.65 5.75 -1.09
H -1.63 3.65 -0.30
Cl 0.88 0.38 5.71
C 0.72 1.48 4.35
C 0.38 2.79 4.67
C 0.22 3.74 3.68
C 0.41 3.37 2.36
C 0.75 2.07 2.06
Cl 0.96 1.71 0.37
C 0.94 1.06 3.03
N 1.34 -0.19 2.61
C 1.37 -1.43 3.35
C 2.58 -1.88 3.84
C 2.67 -3.09 4.51
C 1.52 -3.85 4.69
C 0.30 -3.40 4.19
C 0.20 -2.18 3.53
C -1.13 -1.69 2.99
C -1.15 -1.72 1.47
O -1.04 -2.84 0.91
O -1.20 -0.60 0.88
H 0.23 3.03 5.71
H -0.05 4.76 3.94
H 0.29 4.08 1.55
H 1.23 -0.31 1.62
H 3.46 -1.27 3.68
H 3.62 -3.44 4.89
H 1.57 -4.80 5.21
H -0.59 -4.00 4.32
H -1.32 -0.67 3.32
H -1.93 -2.34 3.35
*
```

Computed properties:
* energy relative to the best compared isomer or geometry (same formula, charge and spin): 67.3 kJ/mol
* E_tot: -108742.5882 eV
* HOMO-LUMO gap: 6.5 eV



(6)
Entry from the Open Molecules 2025 dataset: the ion C5H7N2 with charge +1 (ωB97M-V/def2-TZVPD).

ORCA input file:
```
! wB97M-V def2-TZVPD RIJCOSX def2/J DEFGRID3
* xyz 1 1
C 2.46 -1.39 -0.19
C 1.22 -1.28 -0.07
C -0.06 -0.65 -0.03
C -1.31 -1.39 0.02
N -2.39 -0.71 0.03
N -0.24 0.61 0.07
C 0.99 1.35 0.11
H 3.48 -1.65 -0.17
H -1.38 -2.54 0.12
H -3.33 -1.07 0.12
H -2.19 0.29 -0.02
H 1.80 1.17 -0.59
H 0.79 2.48 0.16
H 1.42 1.21 1.02
*
```

Computed properties:
* energy relative to the best compared isomer or geometry (same formula, charge and spin): 425.0 kJ/mol
* E_tot: -8268.3728 eV
* structure (SMILES): C#C/C(C=[NH2+])=N\C
* HOMO-LUMO gap: 8.5 eV



| no. | strongest force on any atom (eV/Å) |
| --- | --- |
| 1 | 1.3 |
| 2 | 3.5 |
| 3 | 0.7 |
| 4 | 5.3 |
| 5 | 2.6 |
| 6 | 4.9 |